The following is a DFT calculation (ωB97M-V with the def2-TZVPD basis set) of C8H13N4O5W as an isolated structure.

Last column: natural (NBO) charge in e.
CARTESIAN COORDINATES (ANGSTROEM)
W 0.4859 0.1493 -0.6449  2.137
N -1.6869 0.3820 -1.4779  -0.871
C -2.0573 1.7929 -1.7563  -0.345
C -0.8145 2.6258 -1.9210  0.677
O -0.7667 3.7463 -2.2990  -0.420
N 0.3984 2.0016 -1.3762  -0.704
C 1.4721 2.9899 -1.5250  -0.405
C 2.8551 2.5809 -1.2287  0.950
O 3.9436 2.4549 -1.0644  -0.139
O 2.1026 0.2870 -0.2100  -0.503
H -1.7180 -0.1460 -2.3546  0.444
H -2.4028 -0.0575 -0.8999  0.441
H -2.6252 2.2049 -0.9193  0.283
H -2.6683 1.8979 -2.6523  0.295
H 1.3182 3.8787 -0.8943  0.345
H 1.5514 3.3474 -2.5656  0.352
C -0.4784 -1.9360 3.1583  -0.728
C -0.2112 -1.4692 1.7842  0.317
N -0.1634 -0.2337 1.3830  -0.149
O -0.3654 0.8424 2.1669  -0.455
C 0.1564 -2.3911 0.6321  0.430
C 0.7289 -3.7283 0.7489  -0.728
N -0.1137 -1.7295 -0.4549  -0.217
O 0.5643 -1.5774 -1.6262  -0.372
H -1.1160 -1.2541 3.7233  0.278
H 0.4683 -2.0583 3.7009  0.315
H -0.9658 -2.9122 3.1334  0.305
H -0.4091 0.5880 3.1100  0.522
H 1.2770 -3.8541 1.6832  0.298
H 1.3434 -3.9695 -0.1204  0.308
H -0.1027 -4.4530 0.7668  0.339

The net charge is +3. The energy above the lowest of the compared OMol25 structures with the same formula, charge and spin comes out at 35.3 kJ/mol. The calculation puts the HOMO energy at -21.34 eV. As for the maximum force: 0.78 eV Å⁻¹. As for the energy: -26496.817 eV. The molar mass is 429.055 g mol⁻¹. The value obtained for the gap between HOMO and LUMO is 0.3002 hartree.